w | A 13-piece molecular cluster, C40H106O13 overall. Source: the OMol25 dataset; level of theory: ωB97M-V/def2-TZVPD.

Last column: Mulliken charge in e.
Cartesian coordinates (Å):
C: 1.871 5.534 2.719  -0.482
C: 1.924 6.216 4.076  -0.646
O: 3.221 6.081 4.658  -0.361
C: 4.181 6.892 4.083  -0.075
C: 5.535 6.487 4.650  -1.232
H: 0.846 5.514 2.347  0.412
H: 2.434 6.038 1.934  0.529
H: 2.238 4.508 2.739  -0.165
H: 1.542 7.236 4.053  0.294
H: 1.298 5.725 4.821  0.193
H: 4.179 6.765 3.001  0.140
H: 3.906 7.893 4.418  0.458
H: 5.486 6.417 5.737  0.316
H: 6.300 7.230 4.424  0.401
H: 5.918 5.547 4.255  0.210
C: 5.280 -3.536 -5.794  -1.221
C: 4.128 -2.540 -6.173  -0.336
O: 3.293 -2.348 -5.062  -0.219
C: 2.086 -1.757 -5.488  -0.668
C: 1.131 -1.617 -4.299  -0.311
H: 6.042 -3.691 -6.558  0.398
H: 5.847 -3.172 -4.938  0.297
H: 4.905 -4.523 -5.524  0.285
H: 4.494 -1.643 -6.672  0.361
H: 3.656 -3.096 -6.982  0.297
H: 2.374 -0.798 -5.919  0.276
H: 1.513 -2.374 -6.181  0.393
H: 0.131 -1.401 -4.676  0.286
H: 1.525 -0.801 -3.692  -0.215
H: 1.050 -2.592 -3.820  0.355
C: -3.802 1.077 -0.018  -0.260
C: -5.360 1.187 -0.032  -0.592
O: -5.896 1.635 1.220  -0.255
C: -7.265 1.495 1.464  -0.365
C: -7.725 0.003 1.588  -1.056
H: -3.268 2.016 0.123  0.161
H: -3.441 0.317 0.675  0.268
H: -3.478 0.714 -0.993  -0.136
H: -5.771 1.585 -0.959  0.408
H: -5.684 0.150 -0.126  0.121
H: -7.521 2.069 2.355  0.294
H: -7.682 1.982 0.582  0.330
H: -7.691 -0.668 0.730  0.296
H: -8.787 -0.010 1.835  0.437
H: -7.155 -0.551 2.334  0.253
C: 4.381 1.871 3.517  -1.052
C: 4.854 3.096 2.704  0.111
O: 4.057 3.110 1.545  -0.031
C: 4.364 4.196 0.684  -0.283
C: 3.367 4.343 -0.455  -1.223
H: 4.932 1.873 4.458  0.508
H: 3.306 1.856 3.696  -0.075
H: 4.717 0.922 3.100  0.342
H: 4.620 4.016 3.241  -0.310
H: 5.906 3.036 2.424  0.518
H: 4.461 5.181 1.141  0.262
H: 5.295 4.104 0.124  0.427
H: 2.336 4.413 -0.110  0.150
H: 3.392 3.524 -1.174  0.251
H: 3.621 5.250 -1.004  0.425
C: 0.861 1.557 1.831  0.073
C: 0.275 1.194 0.484  0.366
O: 0.346 -0.209 0.359  0.295
C: -0.619 -0.676 -0.629  1.282
C: -0.659 -2.177 -0.624  -0.919
H: 0.938 2.629 2.015  -0.077
H: 0.270 1.153 2.652  -0.019
H: 1.886 1.201 1.934  0.165
H: -0.739 1.582 0.385  -0.654
H: 0.924 1.663 -0.255  0.065
H: -1.662 -0.386 -0.507  -0.869
H: -0.377 -0.431 -1.663  -0.022
H: 0.291 -2.592 -0.960  0.036
H: -1.406 -2.614 -1.287  -0.145
H: -0.859 -2.475 0.405  0.390
C: -2.281 3.737 2.117  -0.543
C: -1.801 3.818 3.548  0.200
O: -1.722 2.447 3.970  -0.190
C: -1.247 2.254 5.284  -0.443
C: 0.111 2.810 5.559  -0.668
H: -1.607 3.089 1.556  -0.500
H: -3.282 3.339 1.949  0.373
H: -2.193 4.687 1.589  0.438
H: -0.857 4.353 3.652  -0.232
H: -2.515 4.340 4.185  0.462
H: -1.996 2.596 5.999  0.449
H: -1.194 1.173 5.413  0.105
H: 0.046 3.861 5.840  0.243
H: 0.707 2.671 4.657  -0.037
H: 0.554 2.306 6.418  0.465
C: -2.333 -8.467 -5.724  -1.241
C: -3.235 -7.637 -4.920  -0.256
O: -2.603 -6.939 -3.880  -0.297
C: -3.553 -6.121 -3.152  -0.465
C: -2.719 -5.222 -2.242  -0.742
H: -2.990 -8.953 -6.446  0.359
H: -1.685 -7.873 -6.369  0.307
H: -1.802 -9.087 -5.001  0.324
H: -3.805 -7.028 -5.621  0.332
H: -3.943 -8.357 -4.510  0.273
H: -4.203 -5.597 -3.853  0.311
H: -4.165 -6.791 -2.548  0.324
H: -2.120 -5.731 -1.487  0.497
H: -3.358 -4.488 -1.749  0.124
H: -1.958 -4.681 -2.804  0.143
C: -4.479 -2.669 0.601  -0.318
C: -5.498 -3.768 0.856  -0.580
O: -5.257 -4.197 2.188  -0.539
H: -4.632 -1.890 1.348  0.434
H: -4.640 -2.184 -0.361  -0.030
H: -3.454 -3.021 0.717  0.185
H: -5.334 -4.646 0.231  0.223
H: -6.477 -3.305 0.737  0.318
H: -5.838 -3.702 2.770  0.309
C: 1.968 -1.019 5.357  -0.712
C: 0.457 -1.283 5.121  0.063
O: 0.406 -2.624 4.679  -0.609
H: 2.474 -1.705 6.036  0.378
H: 2.114 0.032 5.605  0.217
H: 2.434 -1.172 4.383  0.044
H: -0.018 -0.761 4.290  -0.015
H: -0.095 -1.118 6.046  0.327
H: 0.879 -2.666 3.845  0.467
C: -3.028 -1.843 -3.688  0.677
C: -4.187 -0.895 -4.048  -0.552
O: -4.232 -0.289 -5.343  -0.541
H: -2.130 -1.233 -3.587  -0.374
H: -2.839 -2.587 -4.462  0.453
H: -3.195 -2.324 -2.724  -0.528
H: -4.171 -0.111 -3.291  0.047
H: -5.171 -1.328 -3.866  0.434
H: -4.498 -1.010 -5.918  0.333
C: 0.849 2.111 -4.506  -0.792
C: -0.533 2.316 -3.879  0.329
O: -1.367 3.060 -4.721  -0.590
H: 1.599 1.722 -3.817  0.077
H: 1.300 3.016 -4.913  0.360
H: 0.737 1.391 -5.316  0.232
H: -0.487 2.875 -2.945  0.173
H: -1.057 1.407 -3.584  -0.109
H: -1.637 2.508 -5.458  0.344
C: 3.611 -0.626 -1.416  -0.353
C: 4.549 0.441 -0.813  0.509
O: 5.812 0.263 -1.394  -0.603
H: 3.493 -0.403 -2.477  0.137
H: 2.578 -0.665 -1.071  -0.194
H: 4.046 -1.620 -1.312  0.343
H: 4.520 0.293 0.266  0.083
H: 4.198 1.441 -1.069  -0.272
H: 5.818 0.893 -2.118  0.375
C: 2.907 -4.607 2.214  -1.475
C: 2.595 -3.254 1.512  0.063
O: 1.550 -2.547 2.183  -0.397
H: 2.118 -5.354 2.122  0.322
H: 3.123 -4.420 3.266  0.348
H: 3.801 -5.009 1.736  0.420
H: 2.357 -3.508 0.479  0.152
H: 3.436 -2.563 1.465  0.314
H: 1.393 -1.752 1.668  0.118

## Properties
- LUMO energy: 0.39 eV
- Charge: 0
- Kohn-Sham gap: 9.5 eV



x | A 13-piece molecular cluster, C40H106O13 overall. Source: the OMol25 dataset; level of theory: ωB97M-V/def2-TZVPD.

Last column: Mulliken charge in e.
Cartesian coordinates (Å):
C: 8.872 -23.921 -20.080  -1.014
C: 8.198 -22.526 -20.459  0.292
O: 7.368 -21.990 -19.371  -0.408
C: 6.830 -20.687 -19.676  0.518
C: 6.109 -20.266 -18.380  -1.266
H: 9.788 -23.813 -19.499  0.346
H: 8.229 -24.464 -19.387  0.350
H: 9.169 -24.436 -20.993  0.099
H: 8.937 -21.791 -20.779  -0.051
H: 7.492 -22.584 -21.287  0.164
H: 7.608 -19.966 -19.924  -0.276
H: 6.195 -20.900 -20.536  0.265
H: 5.578 -21.173 -18.090  0.324
H: 5.364 -19.489 -18.551  0.367
H: 6.810 -19.870 -17.645  0.317
C: 11.951 -14.008 -19.214  -1.138
C: 12.783 -13.393 -20.307  -0.383
O: 12.393 -13.850 -21.614  -0.105
C: 11.569 -12.977 -22.402  -0.353
C: 10.969 -13.759 -23.599  -0.631
H: 12.265 -15.044 -19.083  0.266
H: 12.341 -13.486 -18.340  0.368
H: 10.890 -13.928 -19.451  0.322
H: 12.795 -12.317 -20.131  0.400
H: 13.815 -13.712 -20.163  0.204
H: 10.750 -12.417 -21.950  0.455
H: 12.228 -12.228 -22.841  0.144
H: 11.809 -14.025 -24.240  -0.046
H: 10.286 -13.185 -24.225  0.406
H: 10.513 -14.702 -23.297  0.146
C: 19.044 -21.500 -23.412  -1.137
C: 18.283 -22.808 -23.178  -0.198
O: 18.226 -22.983 -21.755  -0.286
C: 17.991 -24.332 -21.453  -0.185
C: 18.457 -24.442 -20.042  -1.277
H: 19.026 -21.161 -24.447  0.386
H: 18.705 -20.685 -22.773  0.267
H: 20.133 -21.555 -23.379  0.353
H: 17.274 -22.655 -23.559  0.195
H: 18.721 -23.647 -23.720  0.269
H: 16.972 -24.712 -21.518  0.173
H: 18.506 -25.084 -22.052  0.503
H: 18.416 -25.420 -19.562  0.358
H: 17.899 -23.686 -19.491  0.256
H: 19.465 -24.063 -19.873  0.347
C: 7.975 -28.201 -23.018  -1.193
C: 8.632 -26.861 -23.461  -0.134
O: 9.962 -26.945 -23.032  -0.326
C: 10.789 -25.830 -23.331  -0.405
C: 12.081 -25.945 -22.512  -1.027
H: 6.907 -28.041 -23.167  0.377
H: 8.295 -28.989 -23.698  0.292
H: 8.190 -28.532 -22.002  0.308
H: 8.659 -26.875 -24.551  0.283
H: 8.034 -26.013 -23.128  0.232
H: 11.032 -25.978 -24.383  0.366
H: 10.221 -24.900 -23.286  0.346
H: 12.357 -26.999 -22.543  0.326
H: 11.976 -25.586 -21.488  0.185
H: 12.891 -25.394 -22.989  0.364
C: 15.951 -15.689 -23.317  -0.795
C: 15.456 -14.210 -22.938  0.186
O: 16.371 -13.361 -23.493  -0.451
C: 15.836 -12.726 -24.672  0.077
C: 14.891 -11.613 -24.390  -0.859
H: 15.978 -15.770 -24.404  -0.208
H: 16.907 -15.954 -22.865  0.463
H: 15.310 -16.461 -22.891  0.312
H: 14.478 -14.292 -23.414  -0.035
H: 15.438 -14.037 -21.862  0.255
H: 16.694 -12.410 -25.264  0.419
H: 15.288 -13.381 -25.351  -0.055
H: 15.142 -11.072 -23.477  0.284
H: 13.907 -12.070 -24.284  -0.050
H: 14.765 -10.927 -25.228  0.418
C: 9.378 -18.646 -21.761  -1.131
C: 8.717 -18.388 -23.061  0.271
O: 7.495 -19.098 -23.066  -0.333
C: 7.081 -19.574 -24.356  0.403
C: 5.891 -20.517 -24.449  -1.402
H: 10.136 -17.896 -21.535  0.345
H: 8.621 -18.577 -20.980  0.270
H: 9.852 -19.628 -21.751  0.108
H: 8.578 -17.319 -23.224  0.267
H: 9.488 -18.598 -23.802  0.010
H: 6.767 -18.711 -24.943  0.122
H: 7.942 -20.030 -24.844  0.058
H: 6.201 -21.528 -24.185  0.296
H: 5.564 -20.565 -25.488  0.387
H: 4.939 -20.312 -23.959  0.349
C: 13.562 -25.415 -17.769  -1.327
C: 14.381 -24.771 -18.903  0.025
O: 13.937 -23.477 -19.164  -0.377
C: 14.551 -22.881 -20.262  0.539
C: 14.091 -21.431 -20.509  -1.081
H: 13.610 -24.912 -16.803  0.331
H: 12.558 -25.571 -18.164  0.277
H: 14.092 -26.353 -17.602  0.397
H: 15.431 -24.734 -18.614  0.207
H: 14.326 -25.442 -19.760  0.271
H: 15.640 -22.915 -20.232  -0.155
H: 14.221 -23.411 -21.156  0.044
H: 14.613 -20.653 -19.951  0.404
H: 13.046 -21.300 -20.228  0.362
H: 14.169 -21.209 -21.573  0.031
C: 15.937 -20.849 -27.883  -0.640
C: 14.601 -21.544 -28.176  -0.134
O: 14.271 -22.253 -27.050  -0.503
H: 16.725 -21.513 -27.526  0.321
H: 15.823 -20.131 -27.070  -0.168
H: 16.316 -20.351 -28.775  0.383
H: 14.594 -22.124 -29.098  0.382
H: 13.979 -20.682 -28.420  -0.055
H: 13.806 -21.637 -26.479  0.628
C: 13.228 -17.072 -27.254  -1.236
C: 14.456 -16.509 -26.543  0.833
O: 15.490 -16.175 -27.513  -0.638
H: 12.459 -17.231 -26.499  0.273
H: 13.384 -18.001 -27.802  0.244
H: 12.910 -16.347 -28.003  0.424
H: 14.796 -17.374 -25.973  0.115
H: 14.109 -15.711 -25.886  -0.305
H: 16.349 -15.969 -27.137  0.333
C: 13.329 -19.190 -23.888  -0.800
C: 12.561 -20.424 -24.069  0.369
O: 12.743 -20.713 -25.428  -0.218
H: 14.379 -19.477 -23.838  0.329
H: 13.088 -18.765 -22.913  0.512
H: 13.217 -18.436 -24.666  -0.116
H: 11.515 -20.182 -23.883  -0.222
H: 12.749 -21.252 -23.385  0.043
H: 11.852 -20.690 -25.785  0.168
C: 10.001 -21.211 -29.121  -1.003
C: 10.201 -21.616 -27.610  -0.313
O: 10.504 -20.444 -26.916  -0.594
H: 9.361 -20.355 -29.333  0.160
H: 9.500 -22.013 -29.664  0.407
H: 11.027 -21.254 -29.488  0.237
H: 11.002 -22.341 -27.466  0.419
H: 9.333 -22.118 -27.183  0.268
H: 9.730 -19.878 -26.965  0.088
C: 9.836 -17.229 -28.503  -0.554
C: 8.664 -17.274 -27.464  -0.456
O: 8.297 -18.593 -27.195  -0.387
H: 10.649 -17.786 -28.037  -0.108
H: 10.060 -16.183 -28.710  0.423
H: 9.588 -17.749 -29.429  0.275
H: 7.848 -16.736 -27.947  0.347
H: 8.927 -16.775 -26.531  0.260
H: 7.666 -18.939 -27.830  0.227
C: 17.780 -17.886 -24.972  -0.243
C: 19.238 -17.499 -24.908  -0.587
O: 20.088 -18.683 -24.857  -0.485
H: 17.449 -18.362 -24.049  0.331
H: 17.629 -18.747 -25.623  0.268
H: 17.261 -17.011 -25.362  -0.252
H: 19.389 -16.880 -24.023  0.331
H: 19.520 -16.882 -25.761  0.320
H: 20.965 -18.442 -24.550  0.269

## Properties
- LUMO energy: 0.19 eV
- Charge: 0
- Kohn-Sham gap: 9.5 eV



Quick look at relative energies in hartree: w 0.0000; x 0.0567.